--- i ---
The following is a quantum chemistry calculation of a cluster of 2 separate species, C5H14O in total, from the OMol25 dataset.

## Properties
- LUMO (alpha / beta) (eV) = -2.9 / -10.3
- frontier orbital gap (alpha / beta) (eV) = 10.5 / 3.0
- total charge = +1
- molar mass (g/mol) = 90.17
- spin multiplicity = 2
- highest occupied orbital energy (alpha / beta) (eV) = -13.35 / -13.35

Cartesian coordinates (Å):
O1 3.635 -3.966 3.598
C1 0.236 2.043 0.147
C2 -1.616 0.035 -1.856
C3 -0.205 0.201 -2.286
C4 -1.212 1.912 -0.056
C5 -1.613 0.416 -0.302
H1 0.729 2.240 -0.744
H2 -1.599 2.254 -1.033
H3 -2.010 -0.947 -2.090
H4 0.474 -0.288 -1.464
H5 0.368 2.964 0.692
H6 0.023 1.336 -2.067
H7 -1.922 2.315 0.751
H8 -2.733 0.192 -0.025
H9 -2.240 0.799 -2.382
H10 3.331 -4.827 3.861
H11 -0.967 0.029 0.470
H12 0.159 -0.046 -3.262
H13 3.139 -3.214 3.905
H14 0.632 1.274 0.718


--- ii ---
The following is a quantum chemistry calculation of a cluster of 2 separate species, C5H14O in total, from the OMol25 dataset.

## Properties
- LUMO (alpha / beta) (eV) = -2.9 / -10.3
- frontier orbital gap (alpha / beta) (eV) = 12.5 / 5.1
- total charge = +1
- molar mass (g/mol) = 90.17
- spin multiplicity = 2
- highest occupied orbital energy (alpha / beta) (eV) = -15.39 / -15.37

Cartesian coordinates (Å):
O1 -1.878 1.081 -1.446
C1 -0.221 1.493 1.578
C2 0.984 -0.454 -0.749
C3 0.476 -1.738 -1.340
C4 1.154 -0.500 0.859
C5 -0.186 -0.003 1.429
H1 -1.003 -0.532 0.935
H2 0.199 2.142 0.736
H3 1.426 -1.504 1.163
H4 -1.222 1.897 1.650
H5 0.489 1.844 2.322
H6 1.990 0.127 1.187
H7 -0.450 -2.137 -0.938
H8 1.271 -2.502 -1.304
H9 -1.190 0.709 -0.890
H10 0.133 -1.539 -2.416
H11 2.034 -0.367 -1.072
H12 0.318 0.344 -0.989
H13 -0.256 -0.473 2.414
H14 -1.721 0.652 -2.300


Stability check: which of them is most stable? ii.


--- i ---
The following is a quantum chemistry calculation of the molecule C24H33N3O3, from the OMol25 dataset.

## Properties
- LUMO (eV) = 0.7
- frontier orbital gap (eV) = 9.7
- total charge = 0
- molar mass (g/mol) = 411.55
- SMILES = CCOC(=O)C1(CCCc2ccccc2)CCN(C(=O)c2cc(C)nn2CC)CC1
- highest occupied orbital energy (eV) = -8.98

Cartesian coordinates (Å):
O1 -0.553 0.331 1.707
O2 3.307 1.757 1.787
O3 -0.838 -0.630 -0.290
N1 2.059 1.733 -0.094
N2 4.293 -1.989 -0.358
N3 4.187 -0.662 -0.330
C1 -0.651 0.418 0.510
C2 -4.481 -1.816 1.232
C3 -4.802 -0.181 -0.972
C4 -0.010 2.854 0.546
C5 -2.985 2.281 0.656
C6 3.400 -2.462 0.495
C7 2.882 1.160 0.816
C8 5.119 0.167 -1.045
C9 -4.703 -2.378 -0.015
C10 -1.173 -2.950 -0.740
C11 -4.451 1.881 0.435
C12 2.704 -1.402 1.105
C13 6.194 0.715 -0.110
C14 -4.417 -0.442 1.372
C15 -4.575 0.393 0.272
C16 -0.951 -1.908 0.339
C17 3.213 -3.921 0.712
C18 3.236 -0.259 0.546
C19 -2.137 2.018 -0.591
C20 0.126 1.539 -1.585
C21 -4.866 -1.557 -1.116
C22 1.554 1.077 -1.281
C23 -0.656 1.728 -0.280
C24 1.473 3.024 0.186
H1 -4.839 2.391 -0.450
H2 -0.034 -2.107 0.902
H3 5.566 -0.461 -1.818
H4 -2.194 2.874 -1.268
H5 -5.043 -1.987 -2.091
H6 -2.592 1.708 1.497
H7 2.203 1.308 -2.139
H8 -5.037 2.203 1.299
H9 1.595 3.665 -0.693
H10 -0.335 -2.959 -1.432
H11 4.576 0.992 -1.516
H12 0.137 2.487 -2.126
H13 -4.241 -0.009 2.347
H14 6.886 1.343 -0.665
H15 -4.360 -2.452 2.097
H16 3.352 -4.167 1.764
H17 -2.537 1.149 -1.119
H18 1.571 -0.005 -1.129
H19 -4.753 -3.452 -0.125
H20 -0.529 3.796 0.373
H21 3.936 -4.471 0.116
H22 -2.083 -2.724 -1.290
H23 -2.937 3.337 0.928
H24 -0.363 0.796 -2.215
H25 6.746 -0.104 0.342
H26 -1.268 -3.931 -0.284
H27 1.940 -1.452 1.854
H28 5.738 1.306 0.681
H29 2.207 -4.225 0.423
H30 2.023 3.461 1.021
H31 -4.937 0.454 -1.837
H32 -0.099 2.599 1.602
H33 -1.791 -1.879 1.042


--- ii ---
The following is a quantum chemistry calculation of the molecule C24H33N3O3, from the OMol25 dataset.

## Properties
- LUMO (eV) = 0.5
- frontier orbital gap (eV) = 8.6
- total charge = 0
- molar mass (g/mol) = 411.55
- SMILES = CCN(CC)C(=O)Cn1cc(C(=O)C(=O)N(CC)C2CCCCC2)c2ccccc21
- highest occupied orbital energy (eV) = -8.05

Cartesian coordinates (Å):
O1 2.066 1.995 0.594
O2 0.854 3.160 -2.257
O3 -2.470 -1.350 0.234
N1 -2.136 1.255 0.667
N2 -3.397 -1.812 2.235
N3 2.689 0.980 -1.333
C1 3.865 0.403 -0.694
C2 6.385 -1.079 -0.533
C3 -0.586 2.082 -0.728
C4 -3.669 3.329 -2.527
C5 3.887 -1.124 -0.761
C6 5.161 0.982 -1.267
C7 -2.312 3.176 -2.335
C8 1.883 1.766 -0.594
C9 -3.797 -1.445 3.577
C10 -2.827 1.896 -0.336
C11 -2.660 -1.612 4.586
C12 -2.717 0.502 1.738
C13 5.086 -1.654 0.022
C14 -4.595 2.773 -1.644
C15 -2.847 -0.979 1.326
C16 -4.192 2.051 -0.539
C17 -3.550 -3.212 1.868
C18 6.356 0.446 -0.485
C19 2.406 0.681 -2.726
C20 1.239 -0.293 -2.889
C21 -1.883 2.451 -1.228
C22 -4.947 -3.501 1.327
C23 -0.814 1.342 0.415
C24 0.693 2.408 -1.311
H1 3.306 0.251 -3.165
H2 -3.007 -1.342 5.580
H3 -5.128 -2.902 0.439
H4 1.089 -0.509 -3.944
H5 3.963 -1.457 -1.798
H6 -0.093 0.906 1.079
H7 -4.920 1.617 0.131
H8 -3.342 -3.829 2.745
H9 2.961 -1.522 -0.340
H10 5.108 -2.745 -0.033
H11 4.985 -1.373 1.072
H12 2.183 1.610 -3.256
H13 -4.160 -0.416 3.594
H14 3.788 0.706 0.356
H15 -5.030 -4.551 1.062
H16 -2.082 0.587 2.624
H17 7.233 -1.453 0.045
H18 -1.814 -0.979 4.330
H19 -4.029 3.887 -3.379
H20 0.322 0.136 -2.492
H21 6.285 0.775 0.554
H22 6.515 -1.407 -1.567
H23 -3.704 0.914 1.963
H24 -2.317 -2.643 4.608
H25 5.267 0.706 -2.319
H26 -5.650 2.908 -1.831
H27 1.434 -1.225 -2.366
H28 -4.630 -2.092 3.863
H29 -5.710 -3.269 2.068
H30 5.126 2.071 -1.206
H31 -2.810 -3.429 1.095
H32 -1.590 3.601 -3.013
H33 7.281 0.850 -0.902


Stability check: which of them is most stable? ii.


--- i ---
The following is a quantum chemistry calculation of the molecule C19H22N2O4, from the OMol25 dataset.

## Properties
- LUMO (eV) = 0.3
- frontier orbital gap (eV) = 8.4
- total charge = 0
- molar mass (g/mol) = 342.39
- SMILES = COc1ccc([C@H](C)NC(=O)Nc2ccc(C(C)=O)cc2)cc1OC
- highest occupied orbital energy (eV) = -8.04

Cartesian coordinates (Å):
O1 -1.330 3.665 2.075
O2 2.282 0.225 -3.543
O3 -1.172 -4.440 2.437
O4 1.286 3.096 3.188
N1 0.384 0.328 -2.305
N2 1.481 -1.685 -2.642
C1 0.730 -3.823 -1.880
C2 -0.877 -6.436 1.175
C3 0.605 -1.951 -0.376
C4 0.909 2.848 1.904
C5 -0.530 2.761 -0.029
C6 0.929 -2.460 -1.638
C7 0.057 -2.778 0.579
C8 0.479 2.201 -0.798
C9 -0.340 3.098 1.307
C10 1.710 1.960 -0.203
C11 -0.174 -4.134 0.330
C12 -2.570 3.955 1.484
C13 1.912 2.277 1.122
C14 1.443 -0.309 -2.850
C15 0.189 -4.645 -0.917
C16 -1.011 2.237 -2.892
C17 -0.776 -4.947 1.409
C18 0.415 3.705 4.114
C19 0.289 1.779 -2.242
H1 -1.019 1.932 -3.935
H2 2.863 2.096 1.598
H3 0.042 -5.689 -1.148
H4 -3.163 4.418 2.272
H5 -1.534 -6.637 0.332
H6 -0.305 -0.199 -1.792
H7 0.105 -6.851 0.961
H8 2.068 -2.168 -3.309
H9 0.819 -0.922 -0.129
H10 -0.474 3.097 4.294
H11 -1.093 3.320 -2.847
H12 1.137 2.149 -2.831
H13 -3.078 3.049 1.138
H14 -0.193 -2.391 1.555
H15 2.510 1.527 -0.784
H16 -1.872 1.790 -2.399
H17 -1.489 2.950 -0.480
H18 1.005 -4.229 -2.843
H19 -2.468 4.659 0.651
H20 -1.284 -6.910 2.065
H21 0.993 3.783 5.034
H22 0.111 4.702 3.789


--- ii ---
The following is a quantum chemistry calculation of the molecule C19H22N2O4, from the OMol25 dataset.

## Properties
- LUMO (eV) = 0.6
- frontier orbital gap (eV) = 9.1
- total charge = 0
- molar mass (g/mol) = 342.39
- SMILES = Cc1cc(C)c(OCC(=O)OCCNC(=O)c2cccnc2)c(C)c1
- highest occupied orbital energy (eV) = -8.48

Cartesian coordinates (Å):
O1 1.215 -0.418 -2.060
O2 -2.809 1.797 -1.169
O3 0.124 1.071 -0.018
O4 -0.906 -0.796 0.675
N1 -6.344 -0.488 -0.813
N2 -2.578 1.580 1.071
C1 -1.452 2.474 1.171
C2 -0.088 -0.670 -1.589
C3 2.548 -1.531 -0.331
C4 -0.117 1.718 1.224
C5 -4.068 -0.942 0.711
C6 1.789 -2.822 -0.428
C7 -6.227 -1.577 -0.072
C8 3.023 0.735 -1.059
C9 -0.345 -0.157 -0.182
C10 -5.350 0.378 -0.810
C11 -5.109 -1.856 0.701
C12 3.604 -1.428 0.567
C13 4.371 -0.279 0.672
C14 -3.122 1.252 -0.130
C15 2.696 1.891 -1.952
C16 2.247 -0.427 -1.130
C17 4.075 0.790 -0.161
C18 -4.189 0.214 -0.054
C19 5.517 -0.207 1.637
H1 -0.764 -0.126 -2.261
H2 -7.065 -2.260 -0.111
H3 2.377 -3.632 -0.002
H4 5.671 0.813 1.980
H5 6.434 -0.540 1.150
H6 -1.469 3.101 0.275
H7 5.342 -0.848 2.497
H8 -0.346 -1.736 -1.620
H9 1.574 -3.060 -1.468
H10 -5.472 1.254 -1.432
H11 -1.553 3.096 2.063
H12 1.646 2.159 -1.844
H13 4.671 1.690 -0.104
H14 3.835 -2.278 1.193
H15 3.316 2.752 -1.714
H16 -5.050 -2.768 1.275
H17 0.712 2.412 1.366
H18 -2.782 0.997 1.869
H19 -0.127 0.970 2.025
H20 0.848 -2.765 0.121
H21 2.857 1.615 -2.992
H22 -3.162 -1.147 1.263


Stability check: which of them is most stable? ii.


--- i ---
The following is a quantum chemistry calculation of the molecule C22H21N3O5, from the OMol25 dataset.

## Properties
- LUMO (eV) = 0.5
- frontier orbital gap (eV) = 8.4
- total charge = 0
- molar mass (g/mol) = 407.43
- SMILES = COc1ccccc1N1CCN(C(=O)c2cc(-c3ccc4c(c3)OCO4)on2)CC1
- highest occupied orbital energy (eV) = -7.93

Cartesian coordinates (Å):
O1 -3.113 -0.910 -0.283
O2 -8.140 -2.005 0.051
O3 -0.336 2.574 -0.451
O4 5.041 1.323 0.412
O5 -9.291 -0.027 0.316
N1 -1.788 -0.678 -0.376
N2 0.835 0.657 -0.339
N3 3.375 -0.707 -0.663
C1 -2.851 1.274 -0.110
C2 3.037 0.527 -1.347
C3 5.555 0.059 0.280
C4 -7.955 0.236 0.227
C5 -7.253 -0.963 0.067
C6 2.346 -1.155 0.261
C7 6.852 -0.281 0.641
C8 -7.304 1.447 0.277
C9 -5.215 0.239 0.000
C10 -5.889 -0.993 -0.049
C11 6.451 -2.576 0.079
C12 -1.605 0.619 -0.273
C13 0.962 -0.782 -0.256
C14 2.076 1.386 -0.533
C15 4.695 -0.936 -0.229
C16 -3.772 0.256 -0.121
C17 -9.419 -1.430 0.206
C18 7.299 -1.589 0.543
C19 5.878 2.354 0.870
C20 5.167 -2.242 -0.306
C21 -0.318 1.353 -0.361
C22 -5.920 1.430 0.160
H1 2.529 1.634 0.433
H2 -2.994 2.328 -0.007
H3 4.500 -2.998 -0.691
H4 2.484 -0.716 1.263
H5 -7.850 2.367 0.400
H6 2.410 -2.242 0.362
H7 5.262 3.253 0.862
H8 -5.350 -1.916 -0.174
H9 8.309 -1.827 0.838
H10 3.941 1.089 -1.574
H11 6.738 2.501 0.209
H12 6.229 2.167 1.890
H13 0.199 -1.178 0.415
H14 6.790 -3.598 0.005
H15 -5.381 2.363 0.194
H16 2.556 0.265 -2.300
H17 7.524 0.470 1.025
H18 -10.043 -1.675 -0.669
H19 -9.896 -1.828 1.115
H20 0.801 -1.235 -1.241
H21 1.840 2.319 -1.050


--- ii ---
The following is a quantum chemistry calculation of the molecule C22H21N3O5, from the OMol25 dataset.

## Properties
- LUMO (eV) = 0.4
- frontier orbital gap (eV) = 8.7
- total charge = 0
- molar mass (g/mol) = 407.43
- SMILES = CCOC(=O)C1=C(c2ccccc2)NC(=O)N[C@@H]1c1ccc(OCC#N)c(OC)c1
- highest occupied orbital energy (eV) = -8.34

Cartesian coordinates (Å):
O1 -1.492 4.673 0.329
O2 4.207 -0.794 0.707
O3 -2.072 -1.393 0.762
O4 4.909 1.112 -1.316
O5 -0.313 -1.115 2.133
N1 -1.737 2.558 -0.451
N2 -0.553 2.960 1.486
N3 4.013 -2.003 -2.297
C1 -2.634 0.433 -1.113
C2 -1.762 1.206 -0.211
C3 3.747 1.156 -0.584
C4 -2.907 -1.251 -2.804
C5 -2.230 -2.729 1.235
C6 5.593 -0.111 -1.495
C7 -1.001 0.694 0.784
C8 -4.801 0.024 -2.070
C9 3.361 0.243 0.413
C10 -3.050 -2.771 2.517
C11 -2.094 -0.557 -1.929
C12 -1.249 3.494 0.458
C13 2.150 0.440 1.061
C14 3.740 -1.817 1.557
C15 -3.990 0.729 -1.199
C16 4.726 -1.183 -1.944
C17 2.923 2.237 -0.866
C18 -0.013 1.617 1.475
C19 1.723 2.424 -0.206
C20 -4.262 -0.966 -2.873
C21 -1.068 -0.675 1.290
C22 1.325 1.516 0.760
H1 -0.127 3.626 2.112
H2 -4.013 -2.291 2.360
H3 4.515 -2.582 1.542
H4 6.339 0.093 -2.272
H5 -1.241 -3.168 1.405
H6 3.605 -1.455 2.581
H7 6.102 -0.433 -0.576
H8 3.248 2.928 -1.626
H9 -2.738 -3.254 0.424
H10 -2.483 -2.017 -3.436
H11 -4.412 1.497 -0.565
H12 0.113 1.284 2.511
H13 -2.308 2.931 -1.197
H14 -1.037 -0.770 -1.873
H15 -2.521 -2.252 3.312
H16 1.111 3.277 -0.456
H17 -5.856 0.249 -2.122
H18 1.820 -0.255 1.815
H19 2.802 -2.242 1.192
H20 -3.210 -3.803 2.814
H21 -4.896 -1.515 -3.554


Stability check: which of them is most stable? ii.